#w
A cluster of 2 separate species, C3H9N2O2 in total, computed with ωB97M-V with the def2-TZVPD basis set.

Properties
Net charge: +1
Kohn-Sham gap: 0.384 Eh
LUMO: -3.7 eV
HOMO: -14.2 eV

Positions of all 16 atoms, in Å:
N  0.553  1.490  -0.314
C  0.688  1.502  -1.605
N  1.375  2.393  -2.291
H  0.886  2.209  0.315
H  -0.045  0.768  0.084
H  0.220  0.746  -2.226
H  1.520  2.258  -3.269
H  1.815  3.176  -1.832
O  -0.334  -2.539  0.425
C  -0.653  -1.553  1.009
O  -1.444  -0.606  0.373
C  -0.291  -1.164  2.409
H  -1.721  -1.098  -0.404
H  0.501  -0.418  2.473
H  0.043  -2.040  2.958
H  -1.190  -0.772  2.884



#x
A cluster of 2 separate species, C3H9N2O2 in total, computed with ωB97M-V with the def2-TZVPD basis set.

Properties
Net charge: +1
Kohn-Sham gap: 0.400 Eh
LUMO: -2.9 eV
HOMO: -13.8 eV

Positions of all 16 atoms, in Å:
C  -0.155  0.388  -0.068
C  -2.458  -0.563  0.155
C  1.924  -0.109  -0.450
N  -0.411  1.620  0.155
N  -0.961  -0.588  -0.128
O  2.510  0.926  0.182
O  2.250  -1.268  0.078
H  -2.685  -0.987  1.065
H  -2.844  -1.299  -0.617
H  -2.916  0.386  -0.232
H  1.839  0.025  -1.545
H  0.421  2.134  0.340
H  -1.281  2.038  0.610
H  -0.721  -1.609  -0.121
H  2.820  0.768  1.164
H  2.667  -1.862  -0.588



Most stable structure, least stable structure: #w, #x.



#w
A cluster of 10 separate species, C13H46N14O13 in total, computed with ωB97M-V with the def2-TZVPD basis set.

Properties
Net charge: 0
Kohn-Sham gap: 0.364 Eh
LUMO: 0.4 eV
SMILES: NC(N)=O.NC(N)=O.NC(N)=O.NC(N)=O.NC(N)=O.NC(N)=O.NC(N)=O.OCCO.OCCO.OCCO
HOMO: -9.5 eV

Positions of all 86 atoms, in Å:
C  2.563  -2.787  -0.885
O  1.398  -3.141  -0.545
N  3.567  -3.593  -1.329
N  2.918  -1.504  -0.767
H  4.469  -3.227  -1.600
H  3.372  -4.527  -1.562
H  2.329  -0.848  -0.302
H  3.909  -1.259  -0.876
C  -2.313  -3.648  -0.640
O  -3.521  -3.488  -0.724
N  -1.509  -2.729  -1.143
N  -1.782  -4.720  -0.005
H  -0.484  -2.830  -1.070
H  -1.962  -1.983  -1.635
H  -2.346  -5.508  0.124
H  -0.827  -4.931  -0.160
C  1.087  -1.042  2.632
O  0.703  -0.164  3.418
N  2.130  -1.917  3.097
N  0.744  -1.221  1.377
H  2.532  -1.613  3.981
H  2.783  -2.400  2.359
H  0.986  -2.127  0.878
H  -0.024  -0.624  0.991
C  -2.559  0.102  1.507
O  -1.650  0.560  0.760
N  -2.421  -0.160  2.804
N  -3.813  0.098  0.987
H  -1.426  -0.059  3.039
H  -3.048  -0.768  3.271
H  -4.486  -0.297  1.607
H  -3.951  0.300  -0.014
C  2.214  2.368  1.574
O  2.889  2.993  0.650
N  0.912  2.146  1.530
N  2.874  1.902  2.685
H  0.526  1.589  2.314
H  0.330  2.497  0.777
H  3.841  1.986  2.762
H  2.377  1.351  3.411
C  -5.117  -0.579  -2.576
O  -4.570  0.200  -1.843
N  -5.707  -0.207  -3.827
N  -5.200  -1.939  -2.345
H  -5.836  0.787  -3.994
H  -6.493  -0.801  -4.048
H  -5.132  -2.445  -3.163
H  -4.596  -2.220  -1.592
C  5.661  0.775  -0.772
O  5.731  -0.450  -0.736
N  6.601  1.538  -0.312
N  4.610  1.513  -1.287
H  7.306  1.054  0.176
H  6.453  2.541  -0.286
H  4.151  2.211  -0.735
H  3.878  0.911  -1.620
C  -5.660  -3.553  1.694
C  -5.246  -3.332  3.181
O  -3.869  -3.076  3.249
O  -4.969  -4.658  1.183
H  -5.358  -2.690  1.105
H  -6.713  -3.699  1.528
H  -5.513  -4.243  3.781
H  -5.771  -2.492  3.667
H  -3.514  -3.795  2.705
H  -4.619  -4.299  0.308
C  3.941  5.503  -1.824
C  4.117  5.829  -0.359
O  5.018  4.929  0.171
O  2.963  6.344  -2.344
H  3.683  4.456  -1.865
H  4.858  5.668  -2.353
H  3.167  5.742  0.170
H  4.423  6.920  -0.282
H  4.501  4.150  0.440
H  2.547  5.949  -3.104
C  -0.759  2.873  -1.805
C  -0.047  1.632  -2.321
O  1.312  1.605  -1.813
O  -1.020  2.896  -0.400
H  -1.640  3.094  -2.387
H  -0.076  3.733  -2.066
H  -0.004  1.579  -3.421
H  -0.627  0.790  -1.885
H  1.452  2.306  -1.133
H  -1.650  2.179  -0.136



#x
A cluster of 10 separate species, C13H46N14O13 in total, computed with ωB97M-V with the def2-TZVPD basis set.

Properties
Net charge: 0
Kohn-Sham gap: 0.312 Eh
LUMO: 0.1 eV
SMILES: NC(N)=O.NC(N)=O.NC(N)=O.NC(N)=O.NC(N)=O.NC(N)=O.NC(N)=O.OCCO.OCCO.OCCO
HOMO: -8.4 eV

Positions of all 86 atoms, in Å:
C  -2.075  4.168  0.226
C  -3.583  4.187  0.490
O  -4.015  3.364  1.564
O  -1.717  2.806  0.035
H  -1.456  4.680  0.962
H  -1.894  4.705  -0.706
H  -4.117  3.933  -0.426
H  -3.891  5.136  0.929
H  -3.773  2.445  1.431
H  -1.862  2.556  0.950
C  -1.417  2.346  3.523
C  -2.258  1.038  3.347
O  -2.803  0.839  2.024
O  -0.173  2.392  2.837
H  -1.412  2.541  4.595
H  -1.832  3.273  3.127
H  -3.079  0.838  4.036
H  -1.537  0.230  3.464
H  -2.464  -0.003  1.711
H  0.040  1.563  2.401
C  1.830  -4.775  0.843
C  1.209  -4.888  -0.490
O  0.034  -5.709  -0.448
O  1.143  -4.078  1.838
H  2.798  -4.283  0.751
H  1.831  -5.780  1.267
H  1.827  -5.279  -1.299
H  0.953  -3.905  -0.886
H  -0.515  -5.635  -1.231
H  1.655  -4.227  2.636
C  -3.763  -0.166  -1.509
O  -2.759  -0.443  -2.124
N  -4.699  -1.024  -1.213
N  -4.016  0.995  -1.030
H  -4.628  -1.996  -1.480
H  -5.023  -0.806  -0.282
H  -4.980  1.098  -0.749
H  -3.423  1.783  -1.249
C  4.630  -3.463  -1.391
O  4.207  -3.300  -2.466
N  4.590  -2.587  -0.428
N  5.040  -4.612  -0.969
H  4.381  -1.687  -0.836
H  4.969  -2.716  0.499
H  5.573  -4.908  -0.164
H  5.106  -5.314  -1.693
C  0.629  -0.095  0.362
O  0.561  0.127  1.574
N  0.093  0.667  -0.535
N  1.370  -0.981  -0.164
H  0.470  0.613  -1.470
H  -0.735  1.197  -0.306
H  2.113  -1.315  0.433
H  1.163  -1.006  -1.153
C  2.285  3.503  -0.348
O  3.364  3.220  -0.728
N  1.247  3.414  -1.131
N  2.052  3.748  0.911
H  1.429  3.035  -2.049
H  0.288  3.679  -0.953
H  2.859  3.760  1.520
H  1.143  3.874  1.331
C  0.541  -2.235  -3.200
O  0.946  -1.127  -2.901
N  1.248  -3.343  -3.396
N  -0.710  -2.567  -3.276
H  2.247  -3.195  -3.384
H  0.875  -4.213  -3.749
H  -0.993  -3.515  -3.481
H  -1.454  -1.946  -2.992
C  1.820  -0.298  4.739
O  2.659  0.417  4.283
N  1.805  -0.622  5.993
N  1.060  -1.092  4.044
H  2.477  -0.255  6.652
H  1.309  -1.458  6.268
H  0.320  -1.726  4.309
H  1.082  -0.915  3.050
C  -0.519  3.089  -4.002
O  0.628  2.706  -3.787
N  -0.986  3.996  -4.786
N  -1.530  2.332  -3.667
H  -1.835  4.391  -4.408
H  -0.332  4.589  -5.277
H  -1.161  1.559  -3.132
H  -2.483  2.661  -3.612



Most stable structure, least stable structure: #w, #x.



#w
The ion C11H15N2 with charge +1, computed with ωB97M-V with the def2-TZVPD basis set.

Properties
Net charge: +1
Kohn-Sham gap: 0.274 Eh
LUMO: -4.4 eV
SMILES: C=C=N[C@@H]1[C@@H]2C=[N+](CCC)C=C[C@@H]21
HOMO: -11.8 eV

Positions of all 28 atoms, in Å:
C  -1.680  -1.921  -0.441
C  -0.866  -1.486  -1.522
C  -1.169  -1.506  0.932
C  -0.036  -0.494  -1.387
C  -2.491  -0.941  0.395
C  -3.318  1.280  -0.006
C  -4.024  2.377  0.131
C  -0.019  -0.622  0.973
C  4.185  0.752  0.331
C  2.881  -0.032  -0.070
C  1.574  0.803  -0.037
N  -2.525  0.374  -0.098
N  0.415  -0.131  -0.158
H  -2.160  -2.852  -0.550
H  -0.964  -2.015  -2.475
H  -1.325  -2.306  1.733
H  0.452  -0.043  -2.348
H  -3.280  -1.242  0.910
H  -4.543  3.017  -0.532
H  -3.941  2.746  1.186
H  0.559  -0.350  1.933
H  5.054  0.220  -0.094
H  4.300  1.813  -0.038
H  3.946  0.840  1.452
H  3.012  -0.843  0.674
H  2.941  -0.347  -1.184
H  1.577  1.247  0.936
H  1.444  1.662  -0.644



#x
The ion C11H15N2 with charge +1, computed with ωB97M-V with the def2-TZVPD basis set.

Properties
Net charge: +1
Kohn-Sham gap: 0.282 Eh
LUMO: -4.5 eV
SMILES: CNC/C=[N+]1/C=CC2=CCCC=C21
HOMO: -12.1 eV

Positions of all 28 atoms, in Å:
C  -1.001  2.081  -2.549
C  -2.171  -0.152  -2.896
C  -1.323  -0.539  -0.017
C  0.056  2.266  -1.833
C  -1.428  0.702  -2.256
C  -0.830  0.395  -0.960
C  -2.438  -1.520  -2.291
C  -2.319  -1.524  -0.756
C  1.327  0.453  1.243
C  1.191  1.281  0.035
C  2.918  -0.473  2.899
N  0.260  1.307  -0.832
N  2.632  0.377  1.729
H  -1.200  2.650  -3.453
H  -2.554  0.125  -3.882
H  -1.179  -0.597  1.079
H  0.665  3.211  -1.717
H  -3.562  -1.738  -2.541
H  -1.781  -2.187  -2.769
H  -1.990  -2.576  -0.467
H  -3.350  -1.344  -0.391
H  0.725  1.078  2.003
H  0.835  -0.529  1.106
H  3.688  -1.143  2.655
H  2.159  -1.128  3.242
H  3.137  0.136  3.735
H  1.894  2.102  0.054
H  2.870  1.285  2.021



Most stable structure, least stable structure: #x, #w.